Density functional theory data (wB97M-V/def2-TZVPD) for the molecule C3H7N5 at a distorted geometry.

Output
Strongest force on any atom = 0.1457 hartree/bohr
SMILES = [H]/N=C\N/N=C\C=N\N
E = -10668.7751 eV
LUMO level = 0.59 eV
2S+1 = 1
Energy above the lowest of the compared OMol25 structures with the same formula, charge and spin = 6.226 eV

The geometry in XYZ format:
```
15
Properties=species:S:1:pos:R:3:forces:R:3:mulliken_charge:R:1
H 0.823 -0.199 -2.895 1.721 3.684 0.627 0.262
N 0.747 -0.799 -1.020 -0.101 -3.425 -0.359 -0.416
N -0.854 -0.203 1.248 -1.531 1.435 3.694 -0.242
C 0.957 0.909 -2.274 -1.941 -1.081 -4.135 0.094
H -1.494 -0.110 3.518 0.924 1.388 -3.397 0.257
H 0.269 -2.027 2.088 -2.089 1.983 -2.007 0.254
C 0.332 -1.667 -0.232 -2.174 3.105 4.839 -0.411
H -1.785 1.177 2.430 -3.161 3.130 -1.117 0.208
H -0.199 1.077 -0.424 2.569 -2.570 -1.648 0.317
C -0.272 -1.323 1.194 2.760 -1.283 -0.026 0.180
H 0.665 2.799 -2.054 0.957 -1.259 -1.408 0.217
N 0.542 0.455 -1.051 -2.027 4.865 2.465 -0.047
N 0.972 2.076 -2.805 -0.621 0.005 2.381 -0.569
H 0.486 -2.650 -0.327 1.095 -3.511 -1.006 0.472
N -1.189 0.486 2.606 3.618 -6.466 1.100 -0.577
```
Positions in Å, forces in eV/Å.

---

Density functional theory data (wB97M-V/def2-TZVPD) for the molecule C3H7N5 at a distorted geometry.

Output
Strongest force on any atom = 0.2306 hartree/bohr
SMILES = NCC1=NN=CNN1
E = -10668.0001 eV
LUMO level = 0.41 eV
2S+1 = 1
Energy above the lowest of the compared OMol25 structures with the same formula, charge and spin = 7.001 eV

The geometry in XYZ format:
```
15
Properties=species:S:1:pos:R:3:forces:R:3:mulliken_charge:R:1
N -0.413 -1.406 0.050 -0.590 0.220 -1.848 -0.295
H 1.584 0.924 0.006 3.277 0.038 4.844 0.431
N 2.316 0.171 0.695 -3.589 3.252 0.971 -0.627
N -1.623 0.927 0.078 5.243 10.399 2.229 -0.186
H -0.351 1.231 -1.341 -0.415 1.200 -3.279 0.226
H 2.244 -0.083 -1.222 -0.010 -1.580 -0.298 0.371
C 1.782 -0.645 -0.375 -0.279 1.347 -0.921 -0.895
C -2.273 -0.104 0.192 -5.765 -9.484 0.400 -0.011
H -3.357 -0.205 0.314 -0.150 1.664 0.313 0.362
H 1.789 0.037 1.743 1.322 0.217 -3.968 0.265
C 0.312 -0.454 -0.442 -3.731 -0.572 2.607 0.515
H 1.866 -1.675 -0.299 0.932 -2.091 -0.273 0.382
N -1.932 -1.344 0.091 3.790 0.878 -0.207 -0.513
N -0.265 1.006 -0.421 0.224 -3.927 1.834 -0.321
H -1.677 1.620 0.929 -0.259 -1.561 -2.404 0.296
```
Positions in Å, forces in eV/Å.